236
Properties=species:S:1:pos:R:3 method="wB97M-V/def2-TZVPD" orbital_gap_ev=6.0 total_charge=+5 lumo_ev=-7.449 e_homo_ha=-0.495 spin_multiplicity=1
Y 2.769 0.421 1.152
F 2.117 1.275 3.200
F 2.132 3.523 3.833
F 1.838 -3.659 0.729
F 1.924 -1.781 2.072
F 1.916 -1.545 -0.220
F -0.024 -2.223 0.866
F 1.370 2.046 5.310
F 0.119 2.351 3.586
O 6.488 -0.882 2.156
O -0.902 2.010 -0.475
O 3.363 0.898 -0.984
O 4.170 2.265 0.547
O 4.149 2.863 -1.679
O 4.865 -0.794 0.576
O 4.500 -0.318 2.745
O 0.996 1.417 0.389
O 0.838 3.524 -0.430
N 4.792 -4.123 -1.979
N -2.733 0.882 -12.269
N 0.238 -2.867 5.526
N 10.412 3.447 0.122
N -14.380 -10.168 -0.360
N 0.851 4.751 8.923
N -0.687 6.643 0.146
C -1.784 6.880 -2.168
C 8.210 4.167 0.382
C 0.483 3.358 8.518
C 10.427 4.089 1.401
C 11.435 5.208 -3.253
C 5.173 -1.764 -2.627
C -3.623 0.145 -13.243
C 4.693 -4.530 -0.544
C -1.814 1.615 -13.145
C 3.900 1.995 -0.669
C 3.998 -7.484 -3.812
C 0.393 2.378 -0.177
C -0.563 0.486 -11.275
C 2.560 -7.735 -3.401
C -14.571 -8.827 0.404
C -1.733 5.161 11.827
C 11.352 2.299 0.080
C -9.036 -10.360 0.938
C -1.968 -0.079 -11.334
C -3.631 1.800 -11.387
C 1.988 -1.344 6.013
C 8.986 2.983 -0.107
C -4.070 2.817 -8.174
C 0.601 5.682 7.766
C -3.875 3.562 -9.529
C 0.147 5.046 10.276
C -0.509 6.647 -1.352
C -3.724 -2.716 2.432
C 4.161 -2.723 -2.115
C -0.405 1.369 -12.515
C 6.482 -2.374 -2.154
C 0.741 6.549 0.703
C 5.232 -0.754 1.821
C 2.942 5.026 7.703
C -15.739 -9.741 -2.481
C -15.795 -10.935 -0.135
C -1.901 -2.348 4.156
C -1.387 4.877 10.339
C -1.406 7.853 0.577
C -0.765 5.212 2.136
C -16.597 -10.462 -1.371
C -14.356 -10.012 -1.862
C 10.752 4.083 -2.442
C 2.040 -2.433 7.104
C -1.865 3.924 12.673
C 0.931 -3.735 4.541
C 11.078 5.070 -4.763
C 4.739 -6.438 -2.985
C 6.240 -3.902 -2.430
C 9.029 4.636 1.614
C -3.148 -3.258 3.766
C -1.299 -2.982 5.378
C -1.541 6.662 -3.698
C 0.622 -1.377 5.447
C -1.372 5.413 0.729
C 10.921 4.458 -0.960
C 4.094 -5.025 -2.947
C -13.048 -10.926 0.198
C 0.712 -3.232 6.896
C -2.825 7.034 -4.462
C 2.362 4.822 9.082
C -11.550 -10.309 0.210
C -10.231 -10.652 1.259
C 1.890 5.977 7.102
C -2.936 2.776 -10.416
C 0.592 6.041 2.154
B 1.436 2.287 3.945
B 1.382 -2.362 0.847
H -4.240 1.745 -8.241
H -0.550 4.133 2.254
H -2.588 6.263 -1.783
H -0.087 -0.847 6.110
H -0.743 7.287 -4.078
H -2.410 7.855 0.117
H -16.022 -8.745 -2.625
H 8.603 4.199 2.519
H -11.413 -9.172 0.141
H 1.901 5.821 6.039
H -2.120 4.223 13.715
H -8.302 -10.832 0.399
H 4.604 -8.370 -3.889
H 0.089 -2.903 7.797
H 1.077 2.918 7.713
H 0.386 -1.063 4.438
H 2.087 -0.383 6.493
H 0.256 7.411 -1.621
H -0.019 5.651 -1.631
H 2.603 5.712 9.689
H 11.951 4.696 -0.663
H -13.589 -8.341 0.308
H -10.584 -11.689 1.258
H 8.713 2.778 -1.189
H -4.417 -0.395 -12.708
H -3.200 2.968 -7.509
H 7.156 3.992 0.541
H -3.681 6.612 -3.914
H 11.036 6.177 -2.924
H 5.349 -3.906 0.096
H 5.805 -6.393 -3.336
H 11.272 3.090 -2.654
H 10.294 5.360 -0.854
H -15.937 -10.443 -3.233
H 2.419 -8.116 -2.394
H 12.362 2.573 0.335
H 9.084 5.720 1.820
H -2.966 8.171 -4.548
H -3.857 -3.310 4.608
H 3.957 5.488 7.782
H 0.254 -0.276 -11.140
H 6.650 -2.198 -1.081
H -1.953 2.689 -13.224
H 11.541 5.860 -5.400
H 0.571 2.676 9.459
H -3.415 4.567 -9.407
H 12.538 5.176 -3.077
H 6.221 -4.055 -3.488
H -14.905 -8.814 1.451
H -17.112 -11.371 -1.676
H -2.110 7.872 -2.061
H -2.988 -0.540 -13.746
H -2.726 6.650 -5.452
H -0.055 5.164 7.143
H 6.889 -4.560 -1.932
H -1.243 5.648 -3.936
H 3.952 -7.115 -4.850
H -16.171 -10.698 0.879
H 3.739 -4.491 -0.094
H -1.066 5.878 12.217
H -2.372 3.514 -10.975
H -4.374 1.148 -10.888
H -4.041 0.920 -13.922
H -13.875 -10.879 -2.288
H -0.812 8.736 0.281
H 4.439 3.702 -1.267
H -2.678 5.687 11.864
H -4.579 -3.369 2.143
H -10.998 -10.521 -0.700
H 2.769 -1.488 5.292
H -15.464 -11.977 -0.142
H 0.426 6.046 10.544
H 0.529 -4.764 4.581
H 2.065 -8.431 -4.047
H 8.926 2.176 0.598
H 1.944 -6.852 -3.597
H 5.161 -1.782 -3.725
H -1.316 5.484 3.032
H 3.071 -5.020 -2.502
H -2.166 -1.287 4.414
H -13.510 -10.988 1.214
H 6.941 -1.119 1.337
H 1.149 5.769 0.022
H 2.090 -2.028 8.163
H -2.965 -2.664 1.626
H 11.354 4.769 1.328
H -15.249 -8.147 -0.105
H 11.491 4.090 -5.113
H 2.903 -3.151 6.938
H -2.314 2.168 -9.706
H -0.599 3.325 8.290
H 3.266 -2.823 -2.736
H 1.191 7.520 0.634
H -4.094 -1.732 2.640
H -17.231 -9.722 -0.990
H -13.262 -11.952 -0.124
H -0.442 1.154 -10.405
H -1.347 -2.318 3.182
H -1.852 5.646 9.692
H 8.265 4.986 -0.403
H -7.067 -10.745 2.218
H 9.778 3.990 -2.702
H 0.112 6.577 8.134
H -1.666 -2.534 6.343
H -2.523 3.131 12.342
H -1.722 3.901 10.039
H 0.829 -4.307 6.847
H -2.045 -1.026 -11.849
H -1.587 -4.023 5.451
H 2.702 3.968 9.689
H 7.300 -2.024 -2.632
H -2.465 5.542 0.721
H -1.384 7.877 1.661
H -2.827 -4.285 3.625
H -4.138 2.492 -12.056
H -8.645 -9.446 1.579
H -1.789 1.267 -14.166
H 0.668 -3.398 3.543
H -0.949 3.382 12.861
H 0.530 6.868 2.895
H 1.975 -3.785 4.744
H 4.073 -4.564 -3.965
H 1.421 5.356 2.325
H 10.740 3.331 2.176
H 10.951 1.590 0.866
H -4.845 3.687 -9.940
H 4.968 -5.586 -0.518
H 0.598 4.408 11.032
H 3.079 4.087 7.185
H 10.003 5.108 -4.966
H 5.029 -0.788 -2.270
H -10.338 -9.753 1.737
H -4.940 3.238 -7.654
H -2.416 -0.110 -10.298
H -0.079 2.327 -12.301
H -1.103 1.173 -0.066
H 0.296 0.864 -13.124
H 2.230 6.930 7.483
H -13.651 -9.186 -2.122
H 11.256 1.876 -0.960
H -1.116 4.561 0.102
H 3.852 -2.464 -1.094
H 4.795 -6.854 -2.026